# 1
{
  "formula": "C4H16O3",
  "method": "ωB97M-V/def2-TZVPD",
  "species": ["C", "C", "C", "C", "H", "H", "H", "H", "H", "H", "H", "H", "H", "H", "H", "H", "O", "H", "H", "O", "H", "H", "O"],
  "coordinates": [[-0.05210, 1.94482, 0.37777], [-0.34166, 0.44165, 0.24219], [-0.75771, 0.35068, -1.26906], [-1.51730, -0.10941, 1.09654], [-1.05637, 2.59233, 0.40667], [0.53072, 2.10465, -0.43460], [0.48165, 2.31346, 1.29175], [0.49430, -0.25776, 0.45024], [-0.70611, -0.74624, -1.54459], [-1.80224, 0.81412, -1.40840], [-0.13292, 0.91351, -2.06048], [-1.38394, 0.18104, 2.22018], [-1.73870, -1.14153, 1.14238], [-2.42565, 0.39581, 0.63541], [1.38722, 4.73904, 0.30399], [2.95921, 4.65742, 0.38013], [2.15509, 5.19954, 0.55052], [0.01242, -3.52874, 0.35033], [1.16740, -2.92432, 1.08671], [0.95556, -3.77996, 0.64279], [-0.76585, -4.44758, -2.00936], [0.16839, -3.69663, -1.23623], [-0.75776, -3.63646, -1.47566]],
  "forces_ev_per_angstrom": [[-2.773, 0.528, 4.077], [-0.934, -0.524, -0.779], [-0.255, -0.723, -1.005], [-0.498, 3.228, 1.165], [2.044, -1.525, -0.570], [1.663, 1.448, -2.415], [-0.288, -0.698, -0.527], [0.185, 0.930, -0.324], [-0.639, 1.220, -0.093], [1.348, -1.048, 0.272], [-0.461, -0.838, 1.613], [-0.362, -0.145, -1.973], [0.290, -1.332, -0.589], [0.698, -0.534, 1.136], [-1.258, -1.256, -0.606], [-1.294, 0.402, 0.078], [2.538, 0.833, 0.528], [1.663, -1.061, 0.847], [0.343, -1.028, -0.273], [-2.042, 2.124, -0.018], [-0.806, 0.233, -0.022], [0.688, 0.547, 0.122], [0.151, -0.779, -0.644]],
  "homo_lumo_gap_ev": 11.72,
  "smiles": "CC(C)C.O.O.O",
  "e_above_lowest_ev": 1.800,
  "e_homo_ev": -11.142,
  "lumo_ha": 0.021
}

=====

# 2
{
  "formula": "C4H16O4",
  "method": "ωB97M-V/def2-TZVPD",
  "species": ["C", "C", "C", "C", "O", "H", "H", "H", "H", "H", "H", "H", "H", "H", "H", "H", "H", "O", "H", "H", "O", "H", "H", "O"],
  "coordinates": [[-0.40259, -2.08175, -0.56850], [0.39039, -0.76321, -0.69088], [-0.52120, 0.44952, -0.64237], [0.22045, 1.78176, -0.68092], [-1.33962, 0.44090, 0.55860], [-1.47364, -1.94006, -0.70495], [-0.23424, -2.50876, 0.41937], [-0.04465, -2.77263, -1.31849], [1.14335, -0.76639, 0.09277], [0.96178, -0.69831, -1.60899], [-1.21364, 0.43880, -1.49106], [-0.42453, 2.56866, -0.28649], [1.04868, 1.73990, 0.02984], [0.51236, 2.02471, -1.68500], [-1.41734, -0.47436, 0.84146], [0.81196, -0.25620, 3.22216], [-0.62104, -0.21841, 2.50769], [0.19319, -0.68612, 2.66031], [-2.35986, 2.22174, 0.44470], [-2.62964, 3.62267, 0.98823], [-2.97649, 2.96180, 0.38368], [3.66308, -1.32035, -0.15029], [3.39894, -1.74155, -1.61802], [3.31431, -2.02238, -0.70286]],
  "forces_ev_per_angstrom": [[0.493, 0.354, -0.026], [-0.442, -0.059, 0.110], [-0.042, 0.435, 0.322], [-0.442, -0.395, 1.220], [0.251, 0.212, -0.218], [-0.089, -0.004, -0.159], [-0.075, -0.154, -0.043], [-0.076, -0.392, -0.040], [-0.113, 0.411, 0.210], [-0.052, -0.142, -0.402], [-0.014, -0.246, -0.044], [-0.103, 0.049, -0.364], [0.303, 0.003, -0.331], [0.395, 0.154, -0.364], [-0.224, -0.108, -0.230], [0.148, 0.939, 0.679], [0.127, 0.968, 0.408], [-0.035, -1.849, -0.815], [-0.121, -0.249, 0.127], [-0.019, 0.038, 0.029], [0.013, 0.103, -0.057], [0.086, 0.158, -0.119], [0.108, 0.159, 0.089], [-0.074, -0.384, 0.019]],
  "homo_lumo_gap_ev": 11.01,
  "smiles": "CC[C@H](C)O.O.O.O",
  "e_above_lowest_ev": 0.626,
  "e_homo_ev": -10.463,
  "lumo_ha": 0.020
}

=====

# 3
{
  "formula": "C4H17N2O2",
  "method": "ωB97M-V/def2-TZVPD",
  "species": ["C", "C", "C", "C", "N", "N", "H", "H", "H", "H", "H", "H", "H", "H", "H", "H", "H", "H", "H", "H", "H", "O", "H", "H", "O"],
  "coordinates": [[2.48885, -1.55253, 0.54140], [1.61849, -0.75250, -0.43101], [1.99178, 0.83980, -0.30429], [0.75712, 1.73149, -0.49068], [-0.05465, 2.03503, 0.71740], [0.09770, -0.92610, -0.59963], [2.38005, -0.96385, 1.50502], [2.15714, -2.56420, 0.75794], [3.55077, -1.59834, 0.23960], [2.06067, -0.99844, -1.43005], [2.74846, 1.06713, -1.06546], [2.43919, 0.87180, 0.69307], [1.07385, 2.70278, -0.90590], [0.11178, 1.29423, -1.23505], [-0.04935, 1.21506, 1.36146], [-0.99827, 2.24346, 0.43956], [-0.09631, -1.92438, -0.65828], [0.46579, -0.65843, 0.46892], [0.89244, -0.15853, 2.01372], [-1.59613, -0.03179, -0.44247], [-3.16347, 0.02497, -0.15339], [-2.39377, 0.51254, -0.51215], [-5.63984, -0.99249, -0.92467], [-5.73730, -0.60255, 0.55480], [-5.10500, -0.81416, -0.13985]],
  "forces_ev_per_angstrom": [[-0.820, 0.018, 0.041], [2.203, 1.576, -4.342], [-1.503, -2.069, 0.492], [0.052, 0.876, 0.231], [1.589, -1.196, -0.545], [3.658, 0.484, 3.566], [-0.035, -0.010, 0.225], [-0.151, -0.151, -0.253], [-0.443, 0.380, 0.330], [-0.298, -0.330, 0.214], [-0.079, -0.018, 0.349], [0.119, 0.847, 0.025], [-0.067, -0.114, 0.207], [-0.121, -0.019, -0.395], [0.165, 0.517, 0.528], [-0.649, 0.058, -0.116], [0.071, -0.241, 0.363], [-3.453, -0.602, 0.070], [-0.150, -0.205, -0.988], [-0.530, -0.119, -0.101], [0.353, 0.112, -0.356], [-0.082, 0.153, 0.380], [0.147, 0.067, 0.149], [-0.006, -0.017, -0.037], [0.029, 0.003, -0.039]],
  "homo_lumo_gap_ev": 4.51,
  "total_charge": 1,
  "e_above_lowest_ev": 10.164,
  "e_homo_ev": -13.633,
  "lumo_ha": -0.335
}

=====

# 4
{
  "formula": "C4H17N2O2",
  "method": "ωB97M-V/def2-TZVPD",
  "species": ["N", "C", "C", "N", "C", "C", "H", "H", "H", "H", "H", "H", "H", "H", "H", "H", "H", "H", "H", "H", "H", "O", "H", "H", "O"],
  "coordinates": [[1.60065, -1.50368, -0.61206], [0.65566, -1.68721, 0.62438], [0.35480, -0.23806, 1.02033], [0.25675, 0.57789, -0.19090], [-1.05901, 0.77074, -0.86531], [-0.72988, 1.68793, -2.06182], [1.58576, -2.33996, -1.19332], [2.53801, -1.43591, -0.22731], [1.21461, -0.63241, -1.25751], [-0.18674, -2.22545, 0.18210], [1.27597, -2.15515, 1.39189], [1.19619, 0.19231, 1.62327], [-0.34098, -0.16085, 1.89886], [0.73330, 1.45582, 0.06440], [-1.85600, 1.25818, -0.27329], [-1.46412, -0.22211, -1.23267], [0.34931, 1.85392, -2.23456], [-0.99383, 1.23448, -3.03187], [-1.04331, 2.75118, -1.96744], [-2.39558, -3.49211, 1.06741], [-3.27468, -2.32970, 1.07012], [-2.33066, -2.52956, 1.14174], [1.32813, 2.87962, 2.44772], [1.10213, 3.54915, 1.11147], [1.48350, 2.74094, 1.50436]],
  "forces_ev_per_angstrom": [[-1.032, -0.176, -0.799], [0.823, 1.242, -1.613], [0.687, 0.530, 1.559], [-0.870, 0.298, 1.090], [0.492, 0.190, -0.719], [0.595, 0.585, -1.028], [0.063, -0.121, 0.110], [0.247, 0.682, -0.549], [1.018, -1.288, 2.650], [0.016, -0.061, 0.892], [-0.635, -0.500, -0.195], [0.129, -0.560, -1.006], [-0.672, -0.270, -1.505], [-0.724, -0.299, -0.527], [0.508, -0.417, 0.182], [0.559, 1.021, 0.568], [-0.062, -0.532, 0.610], [-0.597, 0.507, 0.416], [-0.572, -0.936, -0.108], [0.472, -0.019, 0.121], [0.150, 0.542, 0.086], [-0.623, -0.544, -0.232], [0.131, -0.143, -0.036], [0.355, -0.423, 0.135], [-0.458, 0.694, -0.102]],
  "homo_lumo_gap_ev": 10.26,
  "total_charge": 1,
  "e_above_lowest_ev": 2.089,
  "e_homo_ev": -13.195,
  "lumo_ha": -0.108
}